Entry 1:
Below is C42H45NO3SSi as an isolated structure, with properties calculated with ωB97M-V/def2-TZVPD.

Computed properties:
Charge: 0
Frontier orbital gap: 0.188 hartree
Highest occupied orbital energy: -5.970 eV

Structure (XYZ):
```
93
Properties=species:S:1:pos:R:3:mulliken_charge:R:1
C -3.99192 5.17655 1.19764 -1.099
Si -2.15120 5.40527 1.27518 0.329
C -1.54212 6.67180 0.05713 -1.136
C -1.59436 5.79262 3.00595 -0.978
O -1.43592 3.99965 0.75265 -0.448
C -0.99158 2.74629 1.23553 2.098
C 0.44813 2.86883 1.78915 0.098
C 1.23549 3.98287 1.49420 -0.277
C 2.53743 4.06785 1.99785 -0.736
C 3.06878 3.01633 2.74418 -0.750
C 2.28818 1.89220 3.02593 -0.936
C 0.96756 1.83033 2.57319 -0.257
C -1.99014 2.23297 2.28539 0.194
C -1.74239 2.46995 3.63974 -0.197
C -2.69915 2.12142 4.59979 -0.922
C -3.91900 1.57563 4.20060 -0.622
C -4.18097 1.37989 2.84221 -0.959
C -3.22578 1.72800 1.88054 -0.519
C -0.91898 1.87421 -0.07268 -1.430
C 0.11439 2.43219 -1.06908 -1.165
C 1.39472 1.63301 -0.85951 -0.576
C 0.96381 0.31735 -0.19344 0.006
N -0.43948 0.50060 0.15924 0.577
C -1.21989 -0.52680 0.47546 0.327
C -0.73356 -1.82688 0.73107 -1.701
C 0.23371 -2.56675 0.08222 1.038
C 0.96814 -3.50092 0.88460 0.379
C 1.61310 -4.65184 0.35593 -0.156
C 2.15380 -5.63318 1.18344 -0.893
C 2.17093 -5.46173 2.57479 -0.404
C 1.63438 -4.28837 3.12883 -0.858
C 1.04731 -3.32958 2.31083 -0.494
H -4.48153 6.12595 1.45939 0.394
H -4.30438 4.89097 0.18413 0.294
H -4.33847 4.40421 1.89573 0.260
H -1.97284 7.65520 0.28989 0.407
H -0.44803 6.76149 0.08596 0.303
H -1.83484 6.39812 -0.96544 0.313
H -1.79180 6.85807 3.19528 0.516
H -2.14457 5.20144 3.74892 0.281
H -0.52041 5.60975 3.14274 0.277
H 0.83215 4.79291 0.87833 0.136
H 3.12228 4.96567 1.78855 0.397
H 4.09513 3.07173 3.11135 0.419
H 2.68799 1.06043 3.60934 0.461
H 0.32603 0.98708 2.84923 0.566
H -0.80555 2.93874 3.95126 0.574
H -2.47198 2.28901 5.65384 0.444
H -4.66871 1.30975 4.94789 0.420
H -5.13156 0.95839 2.51199 0.435
H -3.44769 1.61903 0.81667 0.385
H -1.92596 1.84880 -0.52149 1.087
H -0.28388 2.20988 -2.06923 0.627
H 0.24389 3.51458 -0.99095 0.270
H 1.91023 1.42698 -1.80331 0.521
H 2.09632 2.15320 -0.19868 0.122
H 1.08786 -0.53431 -0.87667 -0.588
H 1.57333 0.08158 0.69450 0.414
H -2.27945 -0.32504 0.65030 0.606
H -1.28876 -2.28794 1.56267 0.635
H 0.23279 -2.57648 -1.11473 -0.677
H 1.62814 -4.77554 -0.72750 0.415
H 2.56385 -6.54118 0.73675 0.414
H 2.60012 -6.22798 3.22038 0.379
H 1.67062 -4.12921 4.20857 0.369
H 0.61624 -2.42571 2.75124 0.346
C 2.54211 -7.51364 -3.83423 -0.460
C 2.44775 -6.45833 -4.74915 -0.485
C 1.54804 -5.41370 -4.52832 -0.402
C 0.75724 -5.42370 -3.37461 -0.104
S -0.35451 -4.04137 -3.04103 1.544
C 0.64998 -2.75100 -2.24613 -0.390
C 0.65442 -1.53011 -3.13295 0.484
C 1.86018 -0.84247 -3.38032 -0.266
C 1.88607 0.30814 -4.17641 -0.481
C 0.70884 0.78900 -4.75476 -0.450
C -0.49411 0.11303 -4.52069 -1.037
C -0.52672 -1.01515 -3.70236 -0.195
O -0.81582 -3.67494 -4.35810 -0.767
O -1.28130 -4.48138 -2.02179 -0.760
C 0.78051 -6.51847 -2.50708 -0.256
C 1.69907 -7.54841 -2.71946 -0.614
H 3.26773 -8.31261 -3.99397 0.360
H 3.07771 -6.44434 -5.63957 0.379
H 1.45412 -4.59524 -5.24048 0.434
H 1.65280 -3.19227 -2.20909 0.791
H 2.78061 -1.23737 -2.94053 0.318
H 2.83597 0.82113 -4.34629 0.437
H 0.72380 1.68524 -5.37730 0.394
H -1.42189 0.45850 -4.98157 0.378
H -1.48578 -1.50097 -3.52239 0.468
H 0.09462 -6.54682 -1.66105 0.496
H 1.74862 -8.37209 -2.00581 0.428
```

***

Entry 2:
Below is C20H21N4O7SSc as an isolated structure, with properties calculated with ωB97M-V/def2-TZVPD.

Computed properties:
Energy relative to the best compared isomer or geometry (same formula, charge and spin): 3.9 kcal/mol
Charge: 0
Frontier orbital gap: 0.280 hartree
Highest occupied orbital energy: -7.830 eV

Structure (XYZ):
```
54
Properties=species:S:1:pos:R:3:mulliken_charge:R:1
Sc 0.88052 0.33618 0.22725 0.406
O 1.53287 2.00167 0.94006 -0.358
C 2.65233 2.68072 1.04093 0.448
C 2.63889 3.96657 1.60847 -0.728
C 3.78845 4.71570 1.73138 -0.427
C 5.01564 4.20775 1.29205 -0.838
C 5.04531 2.95098 0.73296 -0.716
C 3.88907 2.17434 0.59060 0.565
C 3.96647 0.85239 -0.03532 0.561
N 3.00125 -0.05050 -0.15709 0.191
C 3.52502 -1.13719 -0.84576 -0.454
C 4.82129 -0.90018 -1.12779 -0.808
N 5.08117 0.35612 -0.61087 -0.056
H 1.67876 4.34237 1.95198 0.434
H 3.74158 5.70501 2.17650 0.381
H 5.92524 4.78588 1.39674 0.398
H 6.00513 2.55741 0.40387 0.265
H 2.92066 -1.99560 -1.09893 0.398
H 5.56370 -1.48903 -1.64333 0.412
H 5.95356 0.84020 -0.66961 0.149
C -6.00724 -2.26198 2.05628 -1.512
C -4.78796 -2.18022 1.17160 0.873
C -3.89305 -1.12279 1.28568 -1.158
C -2.75618 -1.05779 0.49615 -0.163
C -2.51604 -2.06507 -0.42913 -0.049
C -3.38935 -3.13995 -0.55784 -0.568
C -4.52188 -3.18517 0.24059 -0.717
S -1.08082 -1.99664 -1.46793 1.298
O -0.94654 -3.29628 -2.06293 -0.815
O -1.34184 -0.92364 -2.45886 -0.893
N 0.12617 -1.54011 -0.57848 0.109
C 0.40059 -2.53058 0.53148 -0.735
C 0.28303 -1.86670 1.90829 0.691
O 0.10564 -2.54381 2.89180 -0.690
O 0.40645 -0.54967 1.87185 -0.661
H -6.19693 -1.31575 2.56261 0.360
H -5.87558 -3.03043 2.82100 0.310
H -6.89159 -2.52691 1.47543 0.383
H -4.07450 -0.34869 2.02387 0.359
H -2.05175 -0.24991 0.61888 0.801
H -3.16400 -3.92318 -1.27418 0.526
H -5.20605 -4.02171 0.15082 0.390
H 1.40859 -2.93213 0.43959 0.444
H -0.26859 -3.38125 0.51966 0.346
N -2.65288 1.30287 -2.39539 -0.153
C -1.30507 1.89056 -2.69472 -0.918
C -0.35631 1.48874 -1.57338 1.441
O 0.84445 1.28322 -1.80809 -0.555
O -0.88643 1.32189 -0.42151 -0.746
H -3.36936 1.56124 -3.05605 0.357
H -2.91084 1.55439 -1.44852 0.336
H -2.46371 0.23760 -2.35810 0.310
H -1.35406 2.97335 -2.76128 0.418
H -0.93331 1.47571 -3.62329 0.357
```